No. 1
C3H5AgLiO3 | ωB97M-V/def2-TZVPD

## Properties
HOMO (spin up / spin down) ... -20.0 / -19.9 eV
Charge ... +2
Lowest unoccupied orbital energy (spin up / spin down) ... -0.362 / -0.432 Eh
Multiplicity ... 2
Relative energy (zero: lowest compared OMol25 entry of this formula, charge and spin) ... 18.6 kcal per mole
Largest force on an atom ... 0.075 Eh/bohr

Each line ends with the Mulliken charge.
Cartesian coordinates (Å):
Ag1 3.01 1.88 0.80  0.90
O1 -4.26 0.77 0.63  -0.21
O2 1.01 0.74 -0.10  -0.49
O3 -2.40 1.44 -0.56  -0.51
C1 -3.34 1.07 0.02  0.68
C2 0.63 -1.38 0.56  -0.76
C3 1.22 -0.53 -0.62  0.05
Li1 -0.50 1.72 -1.01  0.97
H1 0.00 -0.40 0.99  0.21
H2 0.37 -2.36 0.15  0.34
H3 1.36 -1.42 1.38  0.32
H4 0.60 -0.72 -1.51  0.27
H5 2.29 -0.79 -0.71  0.24

No. 2
C3H5B | ωB97M-V/def2-TZVPD

## Properties
HOMO ... -7.6 eV
Lowest unoccupied orbital energy ... 0.001 Eh
SMILES ... C1B2CC12
Relative energy (zero: lowest compared OMol25 entry of this formula, charge and spin) ... 67.9 kcal per mole
Largest force on an atom ... 0.133 Eh/bohr

Each line ends with the Mulliken charge.
Cartesian coordinates (Å):
C1 0.03 -0.51 0.17  -0.19
C2 1.23 0.26 -0.09  -0.43
C3 -1.11 0.35 -0.02  -0.38
B1 0.10 1.22 0.27  -0.01
H1 -1.51 0.67 -1.07  0.17
H2 1.78 0.22 -1.11  0.23
H3 1.98 -0.11 0.64  0.22
H4 -2.18 -0.21 0.42  0.26
H5 -0.04 -1.11 1.20  0.14